No. 1
The molecule C3H4FN3O at a distorted geometry, computed with ωB97M-V/def2-TZVPD.

Each line ends with the natural charge from an NBO analysis.
CARTESIAN COORDINATES (ANGSTROEM)
C1 -0.11259 0.92897 0.89861  0.4552
C2 -1.28533 0.86070 0.07053  -0.4719
C3 -0.97999 -0.21026 -0.80470  0.5603
H1 2.02938 -0.94680 -1.25379  0.3670
H2 1.24360 -2.25158 -0.60916  0.3575
H3 0.69532 1.27572 2.68463  0.5015
H4 -2.22381 1.37577 0.05743  0.2430
N1 1.11393 -1.46153 -1.25091  -0.6122
N2 0.28240 -0.63036 -0.43929  -0.0868
N3 0.83848 0.06447 0.56625  -0.3763
O1 0.00811 1.72128 1.92687  -0.6594
F1 -1.60950 -0.72638 -1.84646  -0.2778

Cartesian forces, eV/Å:
C -0.652 -1.355 -1.572
C 0.777 -1.904 -1.118
C 1.900 1.545 1.739
H -1.059 -0.711 -0.170
H 0.391 -0.077 -0.688
H -2.737 1.785 -3.467
H 0.005 0.312 0.377
N 0.369 0.609 1.453
N -0.869 -0.694 -2.242
N -1.170 0.572 0.253
O 2.768 -0.241 4.856
F 0.277 0.160 0.580

Output
- LUMO level: 0.7 eV
- E_HOMO: -8.802 eV
- ΔE to the lowest compared entry with this formula, charge and spin: 2.206 eV
- SMILES string: Nn1nc(O)cc1F
- HOMO-LUMO gap: 9.49 eV

---

No. 2
A 2-piece molecular cluster, C3H4FN3S overall at a distorted geometry, computed with ωB97M-V/def2-TZVPD.

Each line ends with the natural charge from an NBO analysis.
CARTESIAN COORDINATES (ANGSTROEM)
C1 0.57690 1.48006 -0.35012  0.1303
C2 -1.04429 -0.83680 0.64751  0.5828
C3 0.68804 0.33253 0.13480  0.0821
N1 -0.92616 -2.04514 0.70060  -0.6004
N2 -0.36175 2.31905 -0.86893  -0.7782
N3 1.65789 -0.60488 0.36922  -0.7979
F1 -2.19677 -0.11915 0.78484  -0.3173
S1 -0.25642 -3.45235 0.50590  0.1402
H1 -0.42051 2.28152 -1.87914  0.3972
H2 -0.73764 3.13429 -0.39977  0.4070
H3 1.21952 -1.34554 0.86223  0.3774
H4 1.80118 -1.14359 -0.50714  0.3767

Cartesian forces, eV/Å:
C -2.278 1.571 -0.175
C -0.226 1.497 -0.315
C -0.286 -1.570 0.294
N -0.721 1.241 -0.069
N 0.785 -0.417 -0.320
N 0.398 -0.882 -1.217
F 1.289 -0.830 -0.075
S 0.405 -0.944 -0.004
H -0.316 0.286 0.299
H 0.545 -0.219 -0.077
H -0.076 -0.641 1.414
H 0.482 0.908 0.246

Output
- LUMO level (alpha / beta): -0.9 / -1.4 eV
- E_HOMO (alpha / beta): -8.120 / -7.837 eV
- ΔE to the lowest compared entry with this formula, charge and spin: 5.838 eV
- SMILES string: FC#[N+][S-].NC#CN
- HOMO-LUMO gap (alpha / beta): 7.23 / 6.45 eV

---

No. 3
A 2-piece molecular cluster, C3H4FNO overall at a distorted geometry, computed with ωB97M-V/def2-TZVPD.

Each line ends with the natural charge from an NBO analysis.
CARTESIAN COORDINATES (ANGSTROEM)
C1 -1.10982 0.34260 0.28565  0.5155
C2 -0.68206 -0.88263 0.29518  -0.7628
C3 1.40097 -0.02199 -0.47370  0.7351
N1 -1.67325 1.38426 0.24190  -0.6158
O1 1.27167 1.14812 -0.49516  -0.5754
F1 1.84933 -0.71054 0.59887  -0.3660
H1 -1.11624 -1.66607 -0.41629  0.2701
H2 -0.12302 -1.18313 1.17055  0.2694
H3 1.49714 -0.69303 -1.31190  0.1209
H4 -1.31472 2.28242 0.10489  0.4089

Cartesian forces, eV/Å:
C -1.073 -0.734 -0.467
C -0.862 -2.428 -0.437
C 1.175 -0.105 -0.461
N -1.023 0.109 1.083
O 0.208 0.657 0.149
F 0.656 0.262 0.566
H 0.898 1.434 1.010
H -0.375 -0.309 -0.093
H -0.398 -0.241 -0.547
H 0.794 1.354 -0.802

Output
- LUMO level: 0.9 eV
- E_HOMO: -9.003 eV
- ΔE to the lowest compared entry with this formula, charge and spin: 2.079 eV
- SMILES string: C=C=N.O=CF
- HOMO-LUMO gap: 9.90 eV

---

No. 4
The molecule C3H4FNO2 at a distorted geometry, computed with ωB97M-V/def2-TZVPD.

Each line ends with the natural charge from an NBO analysis.
CARTESIAN COORDINATES (ANGSTROEM)
C1 1.76348 -0.28830 -0.15573  0.0146
C2 0.34913 0.17959 -0.03752  0.4161
C3 -1.81466 -0.12249 0.17390  0.2052
H1 1.92579 -1.07325 0.58279  0.1906
H2 1.96197 -0.54087 -1.19869  0.1947
H3 -2.14181 -0.16769 1.22338  0.1553
H4 -2.54274 -0.48254 -0.54264  0.1810
N1 -0.07389 1.36456 -0.05304  -0.1401
O1 -1.47122 1.24666 -0.12281  -0.3862
O2 -0.59163 -0.81656 -0.05269  -0.4942
F1 2.63559 0.70090 0.18305  -0.3370

Cartesian forces, eV/Å:
C -0.154 0.243 0.482
C 0.076 -0.624 -0.201
C 0.697 0.982 -0.260
H -0.074 -0.508 -0.500
H -0.041 -0.540 0.147
H 0.133 -0.357 -0.184
H -0.278 0.040 0.083
N -0.018 -0.071 -0.004
O -0.865 -0.153 0.082
O 0.168 0.214 0.295
F 0.356 0.775 0.060

Output
- LUMO level: 0.8 eV
- E_HOMO: -9.443 eV
- ΔE to the lowest compared entry with this formula, charge and spin: 2.467 eV
- SMILES string: FCC1=NOCO1
- HOMO-LUMO gap: 10.24 eV

---

No. 5
The molecule C3H4FNOS at a distorted geometry, computed with ωB97M-V/def2-TZVPD.

Each line ends with the natural charge from an NBO analysis.
CARTESIAN COORDINATES (ANGSTROEM)
C1 -0.28450 0.66430 0.46801  -0.3365
C2 -0.05913 -0.72169 0.15912  0.3691
C3 -0.88128 -1.72021 0.46410  -0.4600
N1 0.47072 1.77047 -0.33656  -0.7188
O1 1.92918 2.18481 -2.29277  -0.8520
F1 1.23165 -0.99833 -0.27258  -0.3507
S1 1.07123 1.20361 -1.61557  1.4293
H1 -1.31500 0.92568 0.50210  0.2376
H2 0.17014 0.81084 1.46989  0.2364
H3 -1.81965 -1.41278 0.93345  0.2180
H4 -0.51335 -2.70670 0.52081  0.2275

Cartesian forces, eV/Å:
C 2.233 3.150 0.325
C 0.549 -2.551 -0.493
C 0.188 1.827 0.398
N -0.955 -2.001 0.400
O -0.906 -1.068 0.444
F -1.047 -0.147 0.648
S 1.018 2.073 -0.803
H -0.782 0.104 0.047
H -0.489 0.099 -0.321
H 0.160 -0.462 -0.405
H 0.033 -1.024 -0.242

Output
- LUMO level: -0.3 eV
- E_HOMO: -10.272 eV
- ΔE to the lowest compared entry with this formula, charge and spin: 2.384 eV
- HOMO-LUMO gap: 9.93 eV

---

No. 6
The molecule C3H4FNS at a distorted geometry, computed with ωB97M-V/def2-TZVPD.

Each line ends with the natural charge from an NBO analysis.
CARTESIAN COORDINATES (ANGSTROEM)
C1 0.35391 -0.27188 0.91325  0.0277
C2 -0.10553 -0.21724 -0.50707  0.3344
C3 -0.16082 -1.27013 -1.31594  -0.4510
H1 -0.52173 2.50646 0.56120  0.0906
H2 0.63618 -1.23763 1.19681  0.1843
H3 0.21549 -2.20900 -0.93773  0.2145
H4 -0.52677 -1.27130 -2.34923  0.2281
N1 0.50493 0.67385 1.69270  -0.5484
F1 -0.49692 1.01688 -0.95290  -0.3434
S1 0.10127 2.27998 1.69890  0.2633

Cartesian forces, eV/Å:
C -0.702 0.513 -3.053
C -0.426 0.074 -0.188
C 0.027 0.083 -0.181
H -0.316 0.039 -0.773
H 0.578 -1.464 0.636
H -0.099 -0.064 0.093
H 0.205 0.332 0.561
N 0.062 1.347 1.968
F 0.164 -0.749 0.194
S 0.506 -0.111 0.743

Output
- LUMO level: 0.4 eV
- E_HOMO: -8.910 eV
- ΔE to the lowest compared entry with this formula, charge and spin: 1.235 eV
- SMILES string: C=C(F)/C=N\S
- HOMO-LUMO gap: 9.31 eV

---

No. 7
The molecule C3H4FNS2 at a distorted geometry, computed with ωB97M-V/def2-TZVPD.

Each line ends with the natural charge from an NBO analysis.
CARTESIAN COORDINATES (ANGSTROEM)
C1 0.46543 1.36221 0.82581  -0.0872
C2 -1.16076 -0.06575 -0.93868  -0.4977
C3 -1.32516 -1.12639 -0.14982  0.2627
H1 3.12126 -0.64531 -0.03387  0.1161
H2 0.35945 2.03637 1.65945  0.2046
H3 -1.25383 -0.17656 -2.02682  0.2467
H4 -1.54890 -2.13733 -0.50844  0.1811
N1 1.53029 0.65123 0.82219  -0.5495
F1 -1.22374 -1.06680 1.16330  -0.3153
S1 1.88838 -0.39473 -0.47634  0.1793
S2 -0.85242 1.56306 -0.33677  0.2591

Cartesian forces, eV/Å:
C 0.990 -0.614 -0.185
C -0.112 -0.286 -0.098
C -0.145 -0.146 -1.186
H 0.140 -0.023 0.052
H -0.081 0.194 0.280
H 0.052 -0.029 0.618
H 0.147 0.441 0.072
N -0.851 0.291 -0.343
F 0.071 0.121 0.643
S -0.269 0.243 0.210
S 0.061 -0.193 -0.063

Output
- LUMO level: 0.7 eV
- E_HOMO: -8.779 eV
- ΔE to the lowest compared entry with this formula, charge and spin: 0.986 eV
- SMILES string: F/C=C\S/C=N\S
- HOMO-LUMO gap: 9.47 eV

---

No. 8
An isolated ion of composition C3H4FO2 and charge +1 at a distorted geometry, computed with ωB97M-V/def2-TZVPD.

Each line ends with the natural charge from an NBO analysis.
CARTESIAN COORDINATES (ANGSTROEM)
C1 -1.66026 -0.56418 -0.32914  0.4022
C2 0.79925 -0.84295 0.09653  0.7605
C3 1.94786 0.49475 0.20763  0.0708
O1 0.73702 -1.97847 0.02039  -0.3764
O2 -0.64387 -0.00390 0.03457  -0.4322
F1 3.11002 -0.00237 -0.18742  -0.2839
H1 -2.58155 0.02855 -0.42337  0.2133
H2 -1.69550 -1.63408 -0.57972  0.1983
H3 1.59173 1.27247 -0.47299  0.2210
H4 1.96619 0.75650 1.26974  0.2265

Cartesian forces, eV/Å:
C -1.159 -0.464 -0.409
C 2.225 2.186 0.039
C -1.542 -2.066 -0.042
O -0.017 -0.137 0.013
O 0.124 0.768 0.244
F 0.230 -0.156 -0.063
H 0.256 -0.067 0.110
H 0.268 0.081 0.092
H -0.183 -0.188 0.191
H -0.201 0.043 -0.176

Output
- LUMO level: -6.2 eV
- E_HOMO: -16.989 eV
- ΔE to the lowest compared entry with this formula, charge and spin: 0.000 eV
- Charge: +1
- HOMO-LUMO gap: 10.78 eV

---

No. 9
An isolated ion of composition C3H4FO3S and charge -1 at a distorted geometry, computed with ωB97M-V/def2-TZVPD.

Each line ends with the natural charge from an NBO analysis.
CARTESIAN COORDINATES (ANGSTROEM)
C1 0.58753 -1.05471 0.42895  -0.5104
C2 0.23699 -0.39134 -0.62891  0.4256
C3 -0.62115 1.05486 -0.52293  -0.7333
O1 1.10515 1.68389 1.30725  -1.0386
O2 -1.00158 2.92499 1.25189  -1.0236
O3 -0.94865 0.61323 2.05164  -1.0256
F1 0.52212 -0.84751 -1.82654  -0.3505
S1 -0.36156 1.62578 1.17395  2.3947
H1 1.24102 -1.94421 0.53801  0.1887
H2 0.50873 -0.48766 1.23140  0.2419
H3 -1.61167 1.02204 -0.75964  0.2133
H4 -0.27315 1.70918 -1.28109  0.2178

Cartesian forces, eV/Å:
C 1.989 -2.714 -1.825
C -2.308 2.499 0.733
C 3.981 -3.049 0.647
O -0.845 0.162 -0.187
O -0.368 0.165 -0.317
O -0.415 0.485 -0.378
F -0.085 -0.193 -2.263
S 1.197 0.717 0.822
H -0.682 0.536 -0.770
H -0.619 1.428 3.953
H -3.009 -0.990 -0.128
H 1.164 0.953 -0.287

Output
- LUMO level: 3.9 eV
- E_HOMO: -4.933 eV
- ΔE to the lowest compared entry with this formula, charge and spin: 0.693 eV
- SMILES string: C=C(F)CS(=O)(=O)[O-]
- Charge: -1
- HOMO-LUMO gap: 8.85 eV

---

No. 10
A 2-piece molecular cluster, C3H4FP overall at a distorted geometry, computed with ωB97M-V/def2-TZVPD.

Each line ends with the natural charge from an NBO analysis.
CARTESIAN COORDINATES (ANGSTROEM)
C1 -0.77424 -1.59686 0.62935  -0.2440
C2 -0.15679 -0.60798 0.42411  -0.0051
C3 0.64120 0.51923 0.07751  -0.7026
F1 -4.02087 -0.93090 -0.49076  -0.5939
P1 -4.73988 0.57002 -0.23865  0.5949
H1 -1.47034 -2.32578 0.62608  0.2204
H2 1.44958 0.16776 -0.64340  0.2515
H3 1.08146 1.05496 1.07437  0.2343
H4 -0.01348 1.34984 -0.19329  0.2446

Cartesian forces, eV/Å:
C 0.377 0.706 -0.071
C 0.494 0.366 0.043
C 1.889 1.775 2.134
F -0.955 1.944 0.327
P 0.969 -1.966 -0.323
H -1.598 -2.084 0.303
H -1.014 1.173 0.848
H -0.377 -1.710 -2.213
H 0.214 -0.204 -1.047

Output
- LUMO level (alpha / beta): -1.4 / -1.4 eV
- E_HOMO (alpha / beta): -8.743 / -8.750 eV
- ΔE to the lowest compared entry with this formula, charge and spin: 3.169 eV
- HOMO-LUMO gap (alpha / beta): 7.39 / 7.40 eV

---

What did the fourth record say?
The molecule C3H4FNO2 at a distorted geometry, computed with ωB97M-V/def2-TZVPD.

Each line ends with the natural charge from an NBO analysis.
CARTESIAN COORDINATES (ANGSTROEM)
C1 1.76348 -0.28830 -0.15573  0.0146
C2 0.34913 0.17959 -0.03752  0.4161
C3 -1.81466 -0.12249 0.17390  0.2052
H1 1.92579 -1.07325 0.58279  0.1906
H2 1.96197 -0.54087 -1.19869  0.1947
H3 -2.14181 -0.16769 1.22338  0.1553
H4 -2.54274 -0.48254 -0.54264  0.1810
N1 -0.07389 1.36456 -0.05304  -0.1401
O1 -1.47122 1.24666 -0.12281  -0.3862
O2 -0.59163 -0.81656 -0.05269  -0.4942
F1 2.63559 0.70090 0.18305  -0.3370

Cartesian forces, eV/Å:
C -0.154 0.243 0.482
C 0.076 -0.624 -0.201
C 0.697 0.982 -0.260
H -0.074 -0.508 -0.500
H -0.041 -0.540 0.147
H 0.133 -0.357 -0.184
H -0.278 0.040 0.083
N -0.018 -0.071 -0.004
O -0.865 -0.153 0.082
O 0.168 0.214 0.295
F 0.356 0.775 0.060

Output
- LUMO level: 0.8 eV
- E_HOMO: -9.443 eV
- ΔE to the lowest compared entry with this formula, charge and spin: 2.467 eV
- SMILES string: FCC1=NOCO1
- HOMO-LUMO gap: 10.24 eV